No. 1
DFT (wB97M-V/def2-TZVPD) results for a cluster of 28 separate species, C20H70FNO30S2 in total.

strongest force on any atom: 5.83 eV/A
gap between HOMO and LUMO: 6.7 eV
E_tot: -4012.159741 a.u.

Each line ends with the Mulliken charge.
Geometry (Å):
1 O -0.406 2.424 4.800  -0.55
2 C -1.140 1.791 4.101  0.25
3 O -1.737 2.124 2.898  -0.05
4 C -1.577 0.899 2.164  -0.30
5 O -1.298 0.858 1.017  -0.24
6 C -1.829 -0.213 3.184  0.43
7 C -2.239 -1.655 2.993  -0.07
8 C -2.020 -2.178 1.563  0.10
9 C -2.964 -1.538 0.497  -0.61
10 S -2.084 -1.668 -1.083  -0.25
11 C -2.146 -0.090 -1.918  0.52
12 S -3.418 0.884 -1.687  -0.13
13 N -1.025 0.120 -2.742  0.78
14 C 0.168 0.361 -1.932  0.27
15 C 0.418 1.520 -1.256  0.01
16 C 1.558 1.695 -0.493  -0.78
17 C 2.508 0.711 -0.315  -0.65
18 C 2.219 -0.530 -1.000  -0.59
19 C 1.105 -0.671 -1.791  -0.21
20 C -1.195 1.060 -3.878  -0.25
21 C -1.290 2.469 -3.821  -0.63
22 C -1.413 3.225 -5.003  -0.71
23 C -1.470 2.631 -6.252  -0.50
24 C -1.411 1.239 -6.311  -0.39
25 C -1.257 0.497 -5.161  -0.51
26 C -1.565 0.357 4.362  0.55
27 F -1.636 -0.265 5.528  -0.32
28 H -1.570 -2.260 3.636  -0.30
29 H -3.258 -1.870 3.357  0.42
30 H -0.973 -2.093 1.236  0.53
31 H -2.249 -3.263 1.596  -0.49
32 H -3.226 -0.491 0.696  0.40
33 H -3.877 -2.149 0.455  0.42
34 H -0.287 2.351 -1.295  0.05
35 H 1.764 2.640 0.019  0.32
36 H 3.388 0.850 0.308  0.46
37 H 2.922 -1.352 -0.865  0.37
38 H 0.960 -1.638 -2.276  0.53
39 H -1.274 2.988 -2.865  0.73
40 H -1.466 4.314 -4.992  0.38
41 H -1.565 3.237 -7.153  0.41
42 H -1.483 0.779 -7.298  0.44
43 H -1.185 -0.605 -5.275  0.36
44 O -3.471 -4.835 2.127  -0.58
45 H -3.630 -5.705 2.507  0.28
46 H -4.309 -4.377 2.233  0.25
47 O -3.202 4.717 1.528  -0.83
48 H -2.457 4.181 1.833  0.43
49 H -3.803 4.733 2.283  0.33
50 O 0.980 3.552 2.073  -0.42
51 H 1.767 3.054 2.321  0.21
52 H 0.405 3.486 2.842  0.18
53 O 0.342 -1.927 -6.159  -0.64
54 H 0.945 -2.680 -6.122  0.31
55 H 0.828 -1.267 -6.688  0.28
56 O 2.589 -0.981 -7.550  -0.62
57 H 3.208 -1.718 -7.468  0.28
58 H 3.070 -0.327 -8.069  0.26
59 O 4.638 0.875 -7.006  -0.64
60 H 4.016 1.048 -6.281  0.37
61 H 5.504 0.927 -6.588  0.28
62 O -0.936 5.808 0.136  -0.63
63 H -0.190 5.277 0.441  0.31
64 H -1.541 5.818 0.888  0.28
65 O 6.032 -1.948 -7.008  -0.62
66 H 6.876 -1.933 -6.545  0.31
67 H 5.713 -1.038 -6.962  0.34
68 O 2.217 0.437 -4.737  -0.64
69 H 2.266 -0.299 -5.358  0.37
70 H 1.329 0.794 -4.866  0.27
71 O 1.638 3.084 7.327  -0.64
72 H 0.982 3.754 7.551  0.31
73 H 1.395 2.807 6.433  0.27
74 O 0.318 0.616 7.836  -0.59
75 H -0.312 0.840 7.143  0.24
76 H 0.409 1.432 8.341  0.31
77 O 2.710 -1.312 1.868  -0.53
78 H 1.826 -1.016 2.103  0.20
79 H 3.297 -0.737 2.384  0.36
80 O 4.124 2.394 2.283  -0.54
81 H 4.961 2.437 2.757  0.25
82 H 3.799 3.298 2.319  0.36
83 O -5.642 -5.617 3.752  -0.57
84 H -5.798 -6.488 4.134  0.28
85 H -6.483 -5.159 3.861  0.28
86 O -4.387 3.667 -3.993  -0.67
87 H -3.668 3.134 -3.631  0.37
88 H -5.019 3.737 -3.270  0.30
89 O 2.081 1.204 10.498  -0.64
90 H 2.130 1.474 9.574  0.34
91 H 1.438 0.486 10.501  0.32
92 O -1.347 -3.737 -8.205  -0.71
93 H -2.206 -3.420 -7.907  0.32
94 H -0.718 -3.203 -7.702  0.32
95 O -5.320 3.030 0.417  -0.55
96 H -6.169 3.321 0.765  0.27
97 H -4.661 3.560 0.890  0.40
98 O -0.531 -4.982 0.134  -0.68
99 H 0.244 -5.474 0.425  0.32
100 H -1.120 -4.991 0.901  0.27
101 O 3.565 0.233 4.106  -0.63
102 H 3.118 0.440 4.941  0.30
103 H 3.884 1.095 3.789  0.36
104 O 1.273 -4.800 -8.199  -0.61
105 H 1.288 -5.504 -8.853  0.30
106 H 0.391 -4.412 -8.290  0.42
107 O -0.309 -3.718 4.410  -0.63
108 H -0.835 -3.602 5.210  0.29
109 H 0.602 -3.662 4.719  0.30
110 O 5.412 4.380 3.319  -0.59
111 H 4.972 4.582 4.153  0.30
112 H 5.730 5.236 3.010  0.28
113 O -6.394 -0.430 -3.308  -0.61
114 H -7.248 -0.138 -2.976  0.28
115 H -5.756 0.118 -2.833  0.29
116 O -2.246 -7.377 0.829  -0.60
117 H -1.608 -8.098 0.827  0.29
118 H -1.833 -6.694 0.288  0.36
119 O 3.783 1.218 5.875  -0.43
120 H 2.941 1.482 6.264  0.21
121 H 4.434 1.753 6.341  0.24
122 O 6.341 -1.011 5.367  -0.65
123 H 6.400 -1.745 4.747  0.31
124 H 5.457 -0.654 5.222  0.35



No. 2
DFT (wB97M-V/def2-TZVPD) results for a structure of composition C41H52NO4P2S2Si4Tc.

net charge: +1
strongest force on any atom: 1.46 eV/A
spin multiplicity: 4
gap between HOMO and LUMO (spin up / spin down): 5.9 / 5.9 eV
E_tot: -4666.999147 a.u.
expectation value of S²: 3.78

Each line ends with the Mulliken charge.
Geometry (Å):
1 Tc 1.460 0.488 0.301  -0.75
2 O 2.798 4.190 -1.069  -0.61
3 C 2.600 2.941 -0.751  -0.16
4 O 1.659 2.586 -0.021  -0.02
5 C 3.548 1.932 -1.233  -0.51
6 C 4.645 2.120 -2.042  -0.80
7 C 5.351 0.991 -2.442  -0.95
8 C 4.896 -0.274 -2.090  -1.08
9 C 3.760 -0.383 -1.312  -0.34
10 N 3.156 0.710 -0.830  1.32
11 C 2.926 -1.609 -1.005  0.61
12 O 3.554 -2.810 -0.881  -0.38
13 O 2.044 -1.444 -0.028  -1.14
14 H 2.021 4.711 -0.799  0.47
15 H 4.926 3.118 -2.351  0.61
16 H 6.235 1.092 -3.057  0.47
17 H 5.398 -1.156 -2.468  0.45
18 H 4.202 -2.940 -1.584  0.45
19 S 1.906 -1.570 -2.812  -0.49
20 P 0.045 -1.307 -1.948  -0.24
21 C -0.215 0.124 -0.959  1.01
22 P -0.582 1.531 -1.999  1.05
23 S 0.786 1.970 -3.357  -0.46
24 C -0.976 3.017 -0.999  0.37
25 C -1.250 3.008 0.357  0.49
26 C -1.622 4.178 1.009  -0.18
27 C -1.699 5.372 0.314  -0.80
28 C -1.409 5.394 -1.046  -0.80
29 C -1.057 4.223 -1.700  -1.09
30 C -2.242 1.321 -2.731  1.33
31 C -3.250 0.715 -1.985  -0.82
32 C -4.550 0.683 -2.465  -0.58
33 C -4.851 1.261 -3.691  -0.57
34 C -3.848 1.865 -4.438  -0.78
35 C -2.543 1.893 -3.962  -0.43
36 C -0.321 -2.863 -1.092  0.59
37 C 0.105 -4.055 -1.675  -0.68
38 C -0.305 -5.270 -1.149  -0.94
39 C -1.155 -5.308 -0.052  -0.77
40 C -1.582 -4.126 0.526  -0.99
41 C -1.159 -2.906 0.009  1.19
42 C -1.046 -1.436 -3.394  0.82
43 C -2.288 -2.063 -3.275  -0.36
44 C -3.114 -2.180 -4.381  -0.77
45 C -2.707 -1.674 -5.609  -0.62
46 C -1.478 -1.044 -5.730  -0.96
47 C -0.646 -0.923 -4.627  -0.10
48 H -1.167 2.079 0.905  -0.36
49 H -1.853 4.159 2.066  0.45
50 H -1.989 6.282 0.825  0.42
51 H -1.471 6.321 -1.601  0.45
52 H -0.838 4.242 -2.760  0.43
53 H -3.009 0.272 -1.024  0.36
54 H -5.330 0.206 -1.884  0.46
55 H -5.866 1.236 -4.067  0.41
56 H -4.081 2.316 -5.395  0.45
57 H -1.753 2.349 -4.546  0.46
58 H 0.742 -4.034 -2.549  0.55
59 H 0.034 -6.190 -1.606  0.43
60 H -1.482 -6.259 0.350  0.40
61 H -2.244 -4.155 1.380  0.31
62 H -1.530 -1.975 0.424  -0.43
63 H -2.612 -2.467 -2.324  0.40
64 H -4.075 -2.668 -4.285  0.43
65 H -3.349 -1.777 -6.475  0.41
66 H -1.167 -0.635 -6.683  0.46
67 H 0.308 -0.419 -4.720  0.33
68 C 1.497 -3.943 1.979  -0.84
69 Si 1.583 -2.364 2.957  1.53
70 C 1.196 -2.754 4.741  -1.50
71 C 3.348 -1.752 2.838  -0.81
72 Si 0.220 -0.545 2.080  1.23
73 Si 1.941 1.852 2.598  1.72
74 C 1.247 1.154 4.203  -1.43
75 C 1.422 3.639 2.690  -1.33
76 C 3.820 1.811 2.544  -1.41
77 Si -1.995 -0.373 3.087  1.08
78 C -1.782 -0.966 4.843  -1.21
79 C -2.694 1.346 3.186  -1.22
80 C -3.340 -1.395 2.297  -1.02
81 H 2.410 -4.511 2.184  0.50
82 H 1.445 -3.760 0.906  -0.15
83 H 0.643 -4.555 2.270  0.35
84 H 1.965 -3.436 5.117  0.41
85 H 0.235 -3.264 4.833  0.37
86 H 1.178 -1.878 5.392  0.38
87 H 4.025 -2.611 2.809  0.58
88 H 3.633 -1.133 3.688  0.31
89 H 3.504 -1.178 1.923  -0.23
90 H 0.159 1.291 4.220  0.02
91 H 1.650 1.722 5.052  0.64
92 H 1.472 0.103 4.387  -0.01
93 H 0.457 3.731 3.189  0.27
94 H 1.349 4.161 1.739  0.18
95 H 2.172 4.144 3.306  0.51
96 H 4.210 1.118 3.286  0.40
97 H 4.204 2.809 2.774  0.46
98 H 4.229 1.513 1.576  0.20
99 H -1.120 -0.316 5.422  0.33
100 H -1.388 -1.978 4.897  0.25
101 H -2.764 -0.960 5.326  0.47
102 H -2.017 2.051 3.671  0.36
103 H -3.600 1.285 3.796  0.56
104 H -2.970 1.750 2.212  0.32
105 H -3.168 -2.466 2.374  0.19
106 H -3.516 -1.148 1.248  0.20
107 H -4.252 -1.164 2.855  0.50



No. 3
DFT (wB97M-V/def2-TZVPD) results for a structure of composition C42H45N8O5PRuS6SeSi.

net charge: +1
strongest force on any atom: 3.47 eV/A
spin multiplicity: 2
gap between HOMO and LUMO (spin up / spin down): 5.6 / 6.0 eV
E_tot: -7957.956555 a.u.
expectation value of S²: 0.80

Each line ends with the Mulliken charge.
Geometry (Å):
1 Ru -0.894 -0.372 -0.275  3.09
2 N -6.808 4.035 2.815  -0.50
3 C -5.479 3.742 2.669  1.06
4 C -5.022 2.428 2.865  -1.00
5 C -3.707 2.109 2.612  -0.10
6 C -2.823 3.096 2.190  -0.45
7 C -3.250 4.400 2.000  -0.55
8 C -4.568 4.722 2.249  -0.77
9 S -1.224 2.553 1.708  1.48
10 O -0.754 1.561 2.668  -0.97
11 O -0.318 3.627 1.454  -0.71
12 N -1.527 1.607 0.389  0.22
13 C -2.055 2.138 -0.731  -0.31
14 N -2.257 3.454 -0.853  -0.37
15 C -2.676 3.897 -2.022  -0.39
16 C -2.906 3.052 -3.105  -0.97
17 C -2.788 1.704 -2.845  -0.12
18 N -2.414 1.222 -1.660  0.38
19 H -7.392 3.382 3.305  0.22
20 H -7.093 4.997 2.857  0.21
21 H -5.711 1.663 3.201  0.36
22 H -3.342 1.099 2.736  -0.16
23 H -2.543 5.147 1.666  0.53
24 H -4.913 5.738 2.106  0.33
25 H -2.845 4.967 -2.083  0.47
26 H -3.186 3.422 -4.078  0.45
27 H -3.033 0.967 -3.604  0.37
28 C -2.034 -0.659 4.560  -0.04
29 S -1.512 -2.380 4.383  -0.14
30 C -2.746 -3.083 3.357  0.23
31 C -3.324 -2.654 2.201  -0.52
32 S -3.116 -1.214 1.251  -0.25
33 S -4.574 -3.771 1.601  -0.01
34 C -4.354 -5.076 2.734  0.10
35 S -5.124 -6.506 2.642  -0.18
36 S -3.228 -4.650 3.979  -0.12
37 H -1.455 -0.269 5.395  0.51
38 H -3.095 -0.625 4.796  0.34
39 H -1.807 -0.092 3.666  -0.63
40 N -4.305 -1.091 -1.920  0.18
41 C -4.222 -2.575 -1.943  -0.40
42 P -2.435 -3.081 -2.115  0.95
43 O -2.209 -3.997 -3.260  -0.91
44 O -1.620 -1.812 -2.027  -0.65
45 C -1.968 -4.156 -0.648  -0.02
46 N -0.717 -4.798 -1.180  -0.07
47 H -4.393 -0.703 -2.858  0.46
48 H -3.426 -0.697 -1.539  -0.38
49 H -5.068 -0.764 -1.329  0.38
50 H -4.785 -2.971 -2.786  0.51
51 H -4.632 -2.974 -1.024  0.03
52 H -2.725 -4.913 -0.458  0.49
53 H -1.750 -3.588 0.251  -0.50
54 H 0.073 -4.157 -1.061  -0.18
55 H -0.903 -4.881 -2.215  0.46
56 H -0.501 -5.698 -0.758  0.39
57 O 0.602 0.194 -1.665  1.07
58 Si 2.064 0.294 -2.268  -1.96
59 C 2.260 0.181 -4.153  0.76
60 C 1.166 0.130 -5.011  -0.57
61 C 1.354 -0.015 -6.381  -0.51
62 C 2.635 -0.105 -6.901  -0.56
63 C 3.733 -0.045 -6.054  -0.79
64 C 3.544 0.092 -4.686  -0.33
65 C 3.082 -1.243 -1.743  0.31
66 C 4.432 -1.175 -1.403  -0.20
67 C 5.130 -2.315 -1.024  -0.79
68 C 4.480 -3.539 -0.956  -0.74
69 C 3.135 -3.621 -1.287  -0.46
70 C 2.451 -2.482 -1.690  -0.09
71 C 2.935 1.865 -1.668  0.27
72 C 2.833 2.189 -0.314  0.20
73 C 3.420 3.338 0.195  -0.49
74 C 4.111 4.192 -0.654  -0.76
75 C 4.235 3.875 -1.998  -0.78
76 C 3.646 2.723 -2.503  -0.41
77 H 0.161 0.197 -4.608  0.27
78 H 0.496 -0.066 -7.040  0.40
79 H 2.781 -0.232 -7.966  0.39
80 H 4.737 -0.118 -6.453  0.40
81 H 4.407 0.119 -4.030  0.45
82 H 4.942 -0.219 -1.443  0.46
83 H 6.182 -2.250 -0.774  0.41
84 H 5.018 -4.427 -0.646  0.43
85 H 2.632 -4.581 -1.218  0.33
86 H 1.403 -2.530 -1.978  0.42
87 H 2.272 1.538 0.347  0.37
88 H 3.325 3.569 1.248  0.39
89 H 4.543 5.106 -0.267  0.39
90 H 4.782 4.535 -2.660  0.42
91 H 3.747 2.505 -3.559  0.46
92 C 3.268 -2.803 2.742  -1.08
93 N 2.816 -1.432 2.654  0.87
94 C 1.671 -1.008 2.090  -0.69
95 Se 0.419 -2.040 1.209  -0.94
96 N 1.540 0.305 2.293  1.89
97 C 2.621 0.762 3.025  0.64
98 C 2.915 2.017 3.536  -0.66
99 C 4.084 2.129 4.266  -0.72
100 C 4.923 1.029 4.476  -0.63
101 C 4.619 -0.225 3.977  -0.83
102 C 3.447 -0.341 3.244  -0.01
103 H 2.539 -3.447 2.257  0.30
104 H 3.360 -3.094 3.789  0.36
105 H 4.230 -2.919 2.248  0.35
106 H 0.664 0.839 2.194  -0.82
107 H 2.244 2.850 3.379  0.59
108 H 4.355 3.087 4.688  0.46
109 H 5.823 1.162 5.060  0.41
110 H 5.268 -1.071 4.153  0.52



No. 4
DFT (wB97M-V/def2-TZVPD) results for a structure of composition C11H20BIN4O.

strongest force on any atom: 8.24 eV/A
gap between HOMO and LUMO: 6.5 eV
E_tot: -1047.902579 a.u.

Each line ends with the Mulliken charge.
Geometry (Å):
1 C 2.289 -1.487 1.665  -1.39
2 C 3.260 -1.001 0.604  0.82
3 C 4.390 -1.772 0.382  -0.74
4 C 5.309 -1.390 -0.570  -0.46
5 C 5.147 -0.238 -1.294  -0.70
6 C 4.026 0.537 -1.068  -0.67
7 C 3.083 0.168 -0.136  0.80
8 C 1.843 1.061 0.030  -0.95
9 N 0.761 0.549 -0.850  -0.14
10 C -0.455 0.278 -0.255  -0.14
11 N -0.588 -0.166 1.068  -0.29
12 N -1.515 0.427 -1.006  -0.36
13 B -2.972 0.141 -0.521  0.65
14 O -3.307 -1.196 -0.473  -0.54
15 N -4.041 1.120 -0.017  -0.18
16 C -5.272 0.805 -0.770  -0.96
17 C -4.265 0.792 1.426  -0.96
18 H 1.494 -2.043 1.153  0.21
19 H 1.810 -0.636 2.150  0.27
20 H 2.772 -2.118 2.412  0.45
21 H 4.515 -2.691 0.948  0.38
22 H 6.171 -2.040 -0.708  0.36
23 H 5.876 0.039 -2.050  0.38
24 H 3.911 1.451 -1.648  0.35
25 H 1.547 1.170 1.072  0.41
26 H 2.128 2.061 -0.320  0.51
27 H 0.627 1.133 -1.668  0.33
28 H -1.086 0.484 1.664  0.27
29 H -0.946 -1.108 1.132  0.28
30 H -1.434 0.767 -2.029  0.30
31 H -2.705 -1.702 -1.032  0.33
32 H -6.025 1.590 -0.640  0.30
33 H -5.672 -0.187 -0.510  0.32
34 H -5.018 0.775 -1.835  0.34
35 H -4.643 1.672 1.962  0.28
36 H -3.354 0.427 1.915  0.22
37 H -5.030 0.007 1.548  0.32
38 I -2.632 2.323 -1.733  -0.41



No. 5
DFT (wB97M-V/def2-TZVPD) results for the ion C3H5ClN3O4 with charge +1.

net charge: +1
strongest force on any atom: 7.88 eV/A
SMILES: CO/C(O)=[NH+]/N=C(\Cl)[N+](=O)[O-]
gap between HOMO and LUMO (spin up / spin down): 7.7 / 8.5 eV
E_tot: -1042.190761 a.u.

Each line ends with the Mulliken charge.
Geometry (Å):
1 C -1.484 0.275 0.058  -0.58
2 O -0.169 0.787 0.145  -0.25
3 C 0.787 -0.014 -0.100  0.71
4 O 0.683 -1.245 -0.478  -0.35
5 N 2.050 0.287 0.485  0.22
6 N 3.064 -0.546 0.154  -0.56
7 C 4.613 0.159 0.222  0.29
8 Cl 5.022 1.691 0.619  -0.03
9 N 5.490 -0.860 -0.302  0.90
10 O 5.424 -2.020 0.037  -0.47
11 O 6.335 -0.388 -1.039  -0.48
12 H -2.011 0.609 0.968  0.24
13 H -1.195 -0.796 -0.048  0.36
14 H -1.856 0.679 -0.860  0.29
15 H 1.469 -1.734 -0.313  0.42
16 H 2.235 1.242 0.865  0.29